Entry 1:
{"formula": "C13H20NO", "method": "wB97M-V/def2-TZVPD", "species": ["C", "C", "C", "C", "C", "C", "C", "C", "C", "C", "C", "C", "C", "N", "O", "H", "H", "H", "H", "H", "H", "H", "H", "H", "H", "H", "H", "H", "H", "H", "H", "H", "H", "H", "H"], "coordinates": [[3.1603, -1.7855, 0.2218], [2.7161, -1.4757, -1.0391], [2.9478, -0.9750, 1.3293], [1.9709, -0.3075, -1.2791], [2.1529, 0.1223, 1.1371], [1.6631, 0.4771, -0.1435], [0.6202, 2.6077, -1.2439], [0.6629, 1.5135, -0.3237], [-2.4731, -2.7348, -0.5726], [-1.4117, 1.0803, 1.6570], [-2.6462, -1.3706, 0.1016], [-1.3817, -0.5679, -0.2517], [-1.4321, 0.8171, 0.2012], [1.0232, 2.8748, 0.1649], [-2.1189, 1.5894, -0.7483], [3.7607, -2.6117, 0.4757], [2.9976, -2.1242, -1.7772], [3.3097, -1.3235, 2.2255], [1.4752, 0.0967, -2.2480], [1.7968, 0.8969, 1.9749], [1.3901, 2.8869, -1.9817], [-0.3425, 2.8488, -1.5665], [-1.4536, -3.0774, -0.3089], [-2.7061, -2.6876, -1.5509], [-3.0657, -3.3974, -0.1387], [-2.1050, 0.3977, 2.2656], [-1.8603, 2.0850, 1.8642], [-0.4603, 0.7714, 1.9325], [-3.5033, -0.8897, -0.3055], [-2.7944, -1.4321, 1.1250], [-0.6220, -0.9998, 0.2657], [-1.0561, -0.7406, -1.2157], [1.9803, 3.0423, 0.4192], [0.3575, 3.4282, 0.7027], [-2.5523, 0.9647, -1.3689]], "mulliken_charge": [-0.365, -1.021, -1.007, -0.255, 0.083, 0.375, -0.550, 0.119, -1.576, -1.312, -0.339, -2.228, 1.497, -0.119, -0.572, 0.446, 0.537, 0.504, 0.301, 0.153, 0.328, 0.270, 0.335, 0.403, 0.565, 0.380, 0.366, 0.317, 0.369, 0.463, 0.659, 0.818, 0.329, 0.299, 0.429], "relative_energy_ev": 4.966, "homo_energy_ev": -11.72, "energy_ha": -636.94883, "orbital_gap_ev": 8.8, "charge": 1}

---

Entry 2:
{"formula": "C13H21AlNO10", "method": "wB97M-V/def2-TZVPD", "species": ["N", "C", "O", "Al", "H", "H", "H", "C", "C", "C", "O", "C", "O", "O", "H", "H", "H", "H", "H", "H", "C", "C", "C", "O", "C", "O", "O", "H", "H", "H", "H", "H", "H", "C", "C", "C", "O", "C", "O", "O", "H", "H", "H", "H", "H", "H"], "coordinates": [[1.0876, 0.5458, 1.8542], [0.2160, 1.3177, 1.8522], [-0.8353, 1.9707, 2.0708], [-2.4356, 1.0453, 1.6803], [-2.9368, 0.2903, 3.0220], [-2.1443, -0.0420, 0.5290], [-3.4934, 2.0842, 1.1754], [3.8656, -0.9476, 1.3953], [4.6185, -1.6152, 0.2769], [3.8725, -1.6889, -1.0349], [4.4464, -2.8688, -1.6393], [4.8623, -3.6739, -0.6307], [5.2037, -4.8040, -0.7756], [4.8404, -3.0196, 0.5465], [4.4537, -0.9724, 2.3136], [3.6393, 0.0881, 1.1539], [2.9296, -1.4616, 1.6004], [5.5981, -1.1448, 0.1443], [4.0336, -0.8190, -1.6665], [2.8004, -1.8462, -0.9063], [-7.4148, 2.6091, 6.1704], [-6.2293, 2.4864, 5.2455], [-5.6331, 3.8042, 4.8021], [-5.0741, 3.4741, 3.5336], [-5.7891, 2.4320, 3.0231], [-5.7029, 2.0344, 1.9192], [-6.6116, 1.9132, 3.9900], [-7.8133, 1.6243, 6.4127], [-7.1312, 3.1084, 7.0974], [-8.2177, 3.1724, 5.6929], [-5.4658, 1.8422, 5.6906], [-4.8612, 4.1726, 5.4742], [-6.3908, 4.5814, 4.6605], [3.4653, -2.8382, -5.0167], [2.8587, -1.9908, -6.1061], [3.5923, -0.6981, -6.3821], [2.5454, 0.1444, -6.8772], [1.3769, -0.2967, -6.3377], [0.3503, 0.2896, -6.3914], [1.5583, -1.4986, -5.7353], [2.8620, -3.7293, -4.8495], [4.4755, -3.1471, -5.2847], [3.4994, -2.2995, -4.0711], [2.7427, -2.5792, -7.0212], [4.3802, -0.8020, -7.1240], [4.0057, -0.2474, -5.4766]], "mulliken_charge": [-0.525, 0.608, -0.614, 0.168, -0.214, -0.219, -0.171, -1.538, 0.468, -0.425, -0.241, 0.576, -0.564, -0.354, 0.382, 0.402, 0.383, 0.220, 0.336, 0.333, -1.444, 0.498, -0.491, -0.310, 0.568, -0.441, -0.364, 0.344, 0.372, 0.351, 0.283, 0.296, 0.305, -1.180, 0.510, -0.445, -0.336, 0.626, -0.513, -0.352, 0.382, 0.391, 0.107, 0.244, 0.315, 0.271], "homo_energy_ev": -5.25, "energy_ha": -1557.66335, "orbital_gap_ev": 7.5, "charge": -1}

---

Entry 3:
{"formula": "C13H21AsBrF6N3PdSSbSe", "method": "wB97M-V/def2-TZVPD", "species": ["Pd", "C", "N", "C", "C", "N", "C", "C", "Se", "H", "H", "H", "H", "H", "H", "H", "H", "Br", "C", "C", "C", "N", "C", "C", "H", "H", "H", "H", "C", "As", "C", "C", "S", "H", "H", "H", "H", "H", "H", "H", "H", "H", "F", "Sb", "F", "F", "F", "F", "F"], "coordinates": [[0.1454, -0.0559, 0.2379], [-0.3930, 1.3467, 4.5011], [-1.4813, 0.8105, 3.7330], [-2.4586, -0.0220, 4.1693], [-3.2741, -0.2953, 3.1084], [-2.7752, 0.3649, 2.0297], [-3.2574, 0.2915, 0.6743], [-1.6675, 1.0291, 2.4197], [-0.5333, 2.0426, 1.3208], [-0.4474, 0.9771, 5.5208], [-0.4429, 2.4359, 4.5152], [0.5596, 1.0481, 4.0592], [-2.5108, -0.3864, 5.1753], [-4.1378, -0.9274, 3.0597], [-4.0811, -0.4198, 0.6347], [-2.4427, -0.0635, 0.0045], [-3.6027, 1.2685, 0.3277], [6.9463, 1.4721, 0.3942], [5.0952, 1.0927, 0.3106], [4.2000, 2.0585, -0.1515], [2.8510, 1.7535, -0.1583], [2.4038, 0.5666, 0.2401], [3.2480, -0.3709, 0.6514], [4.6127, -0.1500, 0.7104], [4.5389, 3.0277, -0.4862], [2.1135, 2.4704, -0.5042], [2.8533, -1.3361, 0.9449], [5.2760, -0.9243, 1.0622], [-2.5128, 0.7064, -3.7634], [-0.7114, -0.0385, -3.9204], [0.2728, 0.9396, -5.2801], [-0.7526, -1.9049, -4.4784], [0.4642, 0.2873, -2.1457], [-2.9847, 0.7038, -4.7457], [-2.4378, 1.7377, -3.4085], [-3.1216, 0.1121, -3.0782], [-0.2207, 0.8179, -6.2472], [1.2917, 0.5435, -5.3386], [0.3164, 1.9986, -5.0172], [-1.2313, -1.9502, -5.4612], [-1.3047, -2.5292, -3.7712], [0.2769, -2.2696, -4.5634], [0.7837, -0.8940, 2.3816], [0.2213, -2.8117, 1.9055], [-1.3515, -1.7558, 1.2030], [-0.6320, -2.8187, 3.5892], [-0.5463, -4.3951, 1.2937], [2.0130, -3.2612, 2.2954], [0.8296, -2.3228, 0.0458]], "mulliken_charge": [0.845, -0.829, 0.275, -0.353, -0.301, 0.328, -0.628, -0.357, -0.059, 0.321, 0.388, 0.309, 0.498, 0.472, 0.309, 0.187, 0.328, -0.058, 0.198, -0.753, -0.346, 0.406, -0.150, -0.746, 0.462, 0.438, 0.351, 0.492, -0.983, 0.586, -1.027, -0.987, -0.139, 0.419, 0.352, 0.331, 0.406, 0.376, 0.365, 0.417, 0.358, 0.349, -0.538, 2.291, -0.549, -0.503, -0.454, -0.486, -0.612], "relative_energy_ev": 1.757, "homo_energy_ev": [-14.78, -14.75], "energy_ha": -9248.50396, "orbital_gap_ev": [5.2, 6.1], "spin_multiplicity": 2, "charge": 2}